Computed, not measured: a molecular structure, C29H39N7O4SScSi, with ωB97M-V/def2-TZVPD.

Results
ΔE to the lowest compared entry with this formula, charge and spin: 0.0000 eV
F_max: 0.4 eV/A
charge: +1
LUMO energy: -2.267 eV

Element x y z (Å)
Sc 0.376 -0.253 0.023
N -1.356 -0.905 -1.443
C -2.365 -1.875 -1.001
C -1.759 -2.777 0.062
N -1.116 -2.004 1.144
C -0.333 -2.912 2.012
C 1.110 -3.025 1.569
N 1.692 -1.670 1.467
C -2.118 -1.293 1.963
C -1.470 -0.189 2.782
N -0.782 0.726 1.859
H -1.761 -0.099 -1.910
H -0.737 -1.333 -2.127
H -2.734 -2.497 -1.819
H -3.226 -1.330 -0.614
H -0.983 -3.391 -0.401
H -2.524 -3.452 0.467
H -0.797 -3.903 2.049
H -0.355 -2.524 3.031
H 1.184 -3.491 0.588
H 1.657 -3.658 2.272
H 2.596 -1.719 1.004
H 1.859 -1.292 2.396
H -2.662 -1.991 2.609
H -2.850 -0.832 1.299
H -0.738 -0.594 3.480
H -2.231 0.322 3.377
H -0.218 1.401 2.371
H -1.475 1.310 1.387
C 4.363 0.934 1.521
C 3.600 1.161 0.264
N 2.284 1.041 0.115
C 2.010 1.372 -1.208
C 3.178 1.661 -1.850
N 4.163 1.524 -0.893
C 3.510 2.096 -3.216
O 2.491 2.215 -4.053
O 4.655 2.335 -3.519
C 0.659 1.042 -1.668
O 0.386 1.145 -2.973
O -0.330 1.706 -0.765
H 3.675 0.701 2.331
H 4.929 1.822 1.804
H 5.069 0.110 1.407
H 5.133 1.734 -1.075
H 1.621 1.914 -3.633
C -3.431 3.821 2.759
C -3.843 3.109 1.638
C -3.018 3.040 0.525
C -1.767 3.673 0.504
C -1.382 4.395 1.634
C -2.206 4.470 2.752
Si -0.646 3.347 -0.956
C 0.956 4.272 -1.003
C 1.378 4.806 -2.221
C 2.648 5.350 -2.361
C 3.510 5.377 -1.277
C 3.102 4.867 -0.049
C 1.840 4.314 0.083
H -4.074 3.884 3.628
H -4.813 2.627 1.629
H -3.359 2.496 -0.351
H -0.438 4.926 1.639
H -1.895 5.047 3.613
H -1.378 3.555 -2.219
H 0.718 4.771 -3.081
H 2.969 5.737 -3.319
H 4.502 5.794 -1.388
H 3.773 4.899 0.801
H 1.551 3.882 1.036
S 1.722 -2.139 -1.499
C 2.058 -1.946 -3.184
N 1.567 -0.918 -3.903
C 1.828 -0.749 -5.213
C 2.604 -1.638 -5.902
C 3.126 -2.726 -5.197
C 2.859 -2.881 -3.860
H 0.977 -0.109 -3.445
H 1.395 0.137 -5.656
H 2.809 -1.487 -6.950
H 3.750 -3.448 -5.707
H 3.256 -3.711 -3.294